# C3H2Cl2O2

A 2-piece molecular cluster, C3H2Cl2O2 overall in a non-equilibrium geometry (ωB97M-V with the def2-TZVPD basis set, the OMol25 dataset).

Last column: Löwdin charge in e.
Atoms and positions in Å:
C (0.06398, -1.02694, -0.38039)  -0.136
C (-1.09136, -0.72999, 0.15854)  -1.216
Cl (-2.45716, -0.10384, -0.66460)  0.656
Cl (-1.25615, -0.80545, 1.89848)  0.609
H (0.21861, -0.52967, -1.33773)  0.062
H (1.02329, -1.24139, 0.08371)  0.084
O (1.46529, 1.30219, 1.19922)  0.196
C (1.14683, 1.42291, 0.08303)  -0.420
O (0.88667, 1.71217, -1.04026)  0.165

Atomic forces in eV per Å
1.12 1.45 -1.59
-0.08 -0.12 1.75
0.15 -0.06 -0.05
-0.37 -0.25 -0.29
-0.29 -1.04 -0.47
-0.70 -0.49 0.58
-0.42 -0.34 -1.08
0.09 1.78 -1.31
0.52 -0.93 2.45

* LUMO level: 0.0161 Ha
* HOMO-LUMO gap: 0.3856 hartree
* E_HOMO: -10.055 eV
* structure (SMILES): C=C(Cl)Cl.O=C=O
* electronic energy: -32282.806 eV
* energy above the lowest of the compared OMol25 structures with the same formula, charge and spin: 51.6 kJ/mol
* maximum force: 2.7 eV Å⁻¹